[1]
The following is a quantum chemistry calculation of C18H7Cl4CoF3IN3O3S as an isolated structure in a non-equilibrium geometry, from OMol25.

Geometry as ORCA input:
```
! RIJCOSX wB97M-V def2-TZVPD def2/J DEFGRID3
* xyz -1 1
Co -0.65 0.76 0.23
Cl -0.12 -0.89 6.78
C -0.01 -0.07 5.26
C 0.57 1.19 5.19
Cl 1.17 1.95 6.62
C 0.66 1.84 3.96
Cl 1.40 3.40 3.84
C 0.16 1.26 2.79
O 0.22 1.82 1.62
C -0.42 -0.04 2.86
O -0.81 -0.58 1.74
C -0.49 -0.68 4.10
Cl -1.20 -2.26 4.15
F -0.36 0.35 -5.85
C -1.12 1.05 -4.96
F -2.28 1.34 -5.61
F -0.50 2.21 -4.75
C -1.40 0.23 -3.74
C -2.12 -0.94 -3.95
C -2.41 -1.79 -2.90
C -1.95 -1.43 -1.64
N -1.24 -0.33 -1.44
C -0.95 0.53 -2.44
S -0.04 1.86 -1.89
H -2.44 -1.18 -4.96
H -2.97 -2.70 -3.04
H -2.13 -2.05 -0.77
I 3.56 -2.28 -3.23
C 3.04 -1.44 -1.38
C 3.94 -1.42 -0.32
C 3.51 -0.85 0.87
C 2.23 -0.34 0.95
N 1.37 -0.37 -0.07
C 1.77 -0.91 -1.22
H 4.94 -1.82 -0.43
H 4.17 -0.81 1.72
H 1.87 0.10 1.87
H 1.08 -0.92 -2.04
O -4.34 2.62 1.03
C -3.33 2.07 0.70
N -2.36 1.51 0.33
*
```

Results
* orbital gap (alpha / beta): 6.327 / 6.327 eV
* max |F|: 2.077 eV/Å
* HOMO energy (alpha / beta): -4.59 / -4.59 eV
* lowest unoccupied orbital energy (alpha / beta): 1.74 / 1.74 eV
* electronic energy: -144201.59463 eV

---

[2]
The following is a quantum chemistry calculation of C18H7Cl4CoF3IN3O3S as an isolated structure in a non-equilibrium geometry, from OMol25.

Geometry as ORCA input:
```
! RIJCOSX wB97M-V def2-TZVPD def2/J DEFGRID3
* xyz -1 1
Co -0.05 -0.01 0.17
Cl -1.74 -6.15 -1.89
C -0.92 -4.81 -1.16
C 0.22 -5.02 -0.40
Cl 0.84 -6.62 -0.18
C 0.87 -3.92 0.18
Cl 2.32 -4.13 1.10
C 0.38 -2.63 0.02
O 0.95 -1.56 0.53
C -0.76 -2.42 -0.76
O -1.13 -1.17 -0.91
C -1.41 -3.51 -1.33
Cl -2.82 -3.19 -2.28
F 1.05 5.92 0.14
C 0.63 5.02 1.07
F -0.06 5.74 1.98
F 1.72 4.57 1.68
C -0.24 3.98 0.44
C -1.41 4.44 -0.14
C -2.29 3.56 -0.76
C -1.94 2.23 -0.80
N -0.80 1.79 -0.28
C 0.06 2.61 0.36
S 1.42 1.73 0.94
H -1.64 5.50 -0.09
H -3.21 3.90 -1.21
H -2.55 1.48 -1.28
I 2.51 3.36 -4.29
C 2.17 1.48 -3.45
C 2.74 0.34 -3.99
C 2.45 -0.87 -3.38
C 1.62 -0.89 -2.27
N 1.08 0.22 -1.76
C 1.36 1.38 -2.33
H 3.38 0.40 -4.86
H 2.86 -1.79 -3.76
H 1.39 -1.82 -1.78
H 0.91 2.27 -1.90
O -2.27 -0.71 3.64
C -1.67 -0.40 2.66
N -1.09 -0.03 1.70
*
```

Results
* orbital gap: 6.519 eV
* max |F|: 2.116 eV/Å
* HOMO energy: -4.73 eV
* lowest unoccupied orbital energy: 1.79 eV
* electronic energy: -144202.03341 eV

---

[3]
The following is a quantum chemistry calculation of C18H8Cl5N3O2V as an isolated structure in a non-equilibrium geometry, from OMol25.

Geometry as ORCA input:
```
! RIJCOSX wB97M-V def2-TZVPD def2/J DEFGRID3
* xyz 2 2
V 0.03 -0.03 0.27
O -0.77 -2.79 3.29
C -0.37 -2.16 2.32
N -0.77 -0.86 2.01
C -1.52 0.00 2.78
O -2.10 -0.03 3.90
C -1.71 1.30 2.07
C -2.35 2.36 2.66
C -2.51 3.57 1.96
C -2.19 3.58 0.62
C -1.63 2.46 0.01
N -1.46 1.31 0.75
C 0.51 -2.66 1.26
C 0.81 -4.03 1.21
C 1.61 -4.53 0.16
C 2.21 -3.63 -0.70
C 1.80 -2.31 -0.65
N 0.93 -1.83 0.25
H -2.57 2.30 3.71
H -3.04 4.42 2.43
H -2.21 4.55 0.12
H -1.27 2.54 -1.03
H 0.26 -4.60 1.95
H 1.75 -5.60 0.06
H 3.03 -3.92 -1.38
H 2.10 -1.54 -1.38
Cl 2.12 1.27 0.53
C 1.49 1.19 -1.16
C 0.32 0.48 -1.39
C -0.21 0.10 -2.67
Cl -1.69 -0.74 -2.48
C 0.41 0.68 -3.75
Cl -0.11 0.30 -5.36
C 1.49 1.62 -3.47
Cl 1.97 2.61 -4.81
C 2.12 1.80 -2.23
Cl 3.52 2.82 -1.85
*
```

Results
* orbital gap (alpha / beta): 6.098 / 6.881 eV
* max |F|: 4.679 eV/Å
* HOMO energy (alpha / beta): -15.88 / -15.93 eV
* lowest unoccupied orbital energy (alpha / beta): -9.78 / -9.05 eV
* electronic energy: -115642.27635 eV

---

[4]
The following is a quantum chemistry calculation of C18H9AuF5N4O4SSe as an isolated structure, from OMol25.

Geometry as ORCA input:
```
! RIJCOSX wB97M-V def2-TZVPD def2/J DEFGRID3
* xyz 1 1
Au -0.49 -0.51 -0.19
C 2.91 1.07 0.81
C 1.72 1.76 0.26
N 0.56 1.24 -0.15
C -0.26 2.29 -0.54
C 0.42 3.45 -0.39
N 1.64 3.09 0.09
C 0.13 4.90 -0.58
O -1.07 5.23 -1.03
O 1.00 5.68 -0.30
C -1.62 1.99 -1.01
O -2.39 2.87 -1.34
O -1.90 0.71 -1.04
H 2.69 0.02 0.97
H 3.20 1.51 1.76
H 3.76 1.16 0.13
H 2.35 3.78 0.31
H -1.65 4.43 -1.15
F 6.40 -2.10 -1.14
C 5.12 -2.13 -0.79
C 4.19 -1.43 -1.53
F 4.57 -0.73 -2.59
C 2.86 -1.47 -1.16
F 1.98 -0.78 -1.90
C 2.43 -2.16 -0.04
S 0.75 -2.30 0.51
C 3.39 -2.85 0.68
F 3.02 -3.55 1.76
C 4.72 -2.85 0.32
F 5.62 -3.52 1.03
Se -2.16 -3.19 -1.21
N -1.98 -1.82 -0.04
C -3.19 -1.48 0.43
C -3.48 -0.44 1.35
C -4.77 -0.27 1.70
C -5.84 -1.08 1.18
C -5.59 -2.08 0.31
C -4.24 -2.30 -0.10
N -3.88 -3.24 -0.96
H -2.69 0.17 1.76
H -5.03 0.52 2.41
H -6.85 -0.88 1.50
H -6.38 -2.71 -0.10
*
```

Results
* orbital gap: 6.831 eV
* max |F|: 0.764 eV/Å
* HOMO energy: -12.19 eV
* lowest unoccupied orbital energy: -5.36 eV
* electronic energy: -126416.54981 eV

---

[5]
The following is a quantum chemistry calculation of C19H10N4O7Ru as an isolated structure in a non-equilibrium geometry, from OMol25.

Geometry as ORCA input:
```
! RIJCOSX wB97M-V def2-TZVPD def2/J DEFGRID3
* xyz 1 2
Ru 0.02 0.20 -0.01
O 5.98 -0.11 -0.03
C 4.66 -0.11 0.03
C 3.94 -0.09 1.24
C 2.58 -0.09 1.18
N 1.94 -0.11 0.00
C 2.60 -0.09 -1.17
C 3.96 -0.10 -1.20
C 1.64 0.01 -2.36
O 2.04 -0.07 -3.49
O 0.39 0.22 -1.97
C 1.60 0.02 2.36
O 1.99 -0.05 3.49
O 0.36 0.22 1.96
H 6.40 -0.10 0.84
H 4.43 -0.07 2.21
H 4.50 -0.08 -2.13
O -6.84 2.42 -0.12
N -6.68 1.23 0.00
O -7.59 0.44 0.09
C -5.32 0.68 0.01
C -5.27 -0.69 0.05
C -4.04 -1.39 0.05
C -3.94 -2.80 0.06
C -2.71 -3.39 0.03
C -1.56 -2.58 -0.01
N -1.64 -1.27 -0.01
C -2.84 -0.66 0.01
C -2.88 0.76 0.00
N -1.69 1.37 -0.01
C -1.61 2.69 -0.03
C -2.75 3.48 -0.07
C -3.99 2.88 -0.07
C -4.11 1.47 -0.02
H -6.20 -1.24 0.08
H -4.85 -3.39 0.09
H -2.60 -4.46 0.03
H -0.58 -3.02 -0.04
H -0.61 3.11 -0.03
H -2.65 4.55 -0.09
H -4.87 3.48 -0.12
*
```

Results
* orbital gap (alpha / beta): 7.439 / 7.478 eV
* max |F|: 2.263 eV/Å
* HOMO energy (alpha / beta): -12.61 / -12.37 eV
* lowest unoccupied orbital energy (alpha / beta): -5.17 / -4.89 eV
* electronic energy: -42732.54237 eV

---

[6]
The following is a quantum chemistry calculation of C19H11Cl3N3O4Sr as an isolated structure in a non-equilibrium geometry, from OMol25.

Geometry as ORCA input:
```
! RIJCOSX wB97M-V def2-TZVPD def2/J DEFGRID3
* xyz -1 1
Sr 0.59 -0.99 0.91
O 0.93 2.51 -0.72
C 1.33 1.62 0.02
N 0.86 1.20 1.22
C -0.36 1.58 1.65
O -1.13 2.42 1.20
C -0.83 0.76 2.84
C -1.98 1.16 3.51
C -2.49 0.34 4.51
C -1.82 -0.84 4.81
C -0.67 -1.14 4.10
N -0.18 -0.36 3.15
C 2.53 0.79 -0.45
C 3.19 1.20 -1.60
C 4.20 0.40 -2.10
C 4.51 -0.78 -1.44
C 3.81 -1.10 -0.29
N 2.84 -0.33 0.20
H -2.47 2.07 3.20
H -3.39 0.62 5.04
H -2.19 -1.51 5.57
H -0.12 -2.06 4.29
H 2.89 2.12 -2.07
H 4.72 0.67 -3.01
H 5.27 -1.45 -1.82
H 4.01 -2.01 0.26
Cl -3.95 0.61 -4.95
C -2.70 0.17 -3.81
C -1.39 -0.02 -4.28
C -0.41 -0.38 -3.40
Cl 1.20 -0.62 -3.98
C -0.65 -0.61 -2.00
O 0.28 -1.00 -1.23
C -2.00 -0.37 -1.57
C -2.38 -0.50 -0.20
O -1.70 -0.92 0.74
C -2.99 0.01 -2.49
H -1.16 0.12 -5.33
H -3.42 -0.18 0.01
H -4.00 0.18 -2.14
Cl 1.26 -3.37 1.66
*
```

Results
* orbital gap: 7.705 eV
* max |F|: 4.061 eV/Å
* HOMO energy: -5.33 eV
* lowest unoccupied orbital energy: 2.38 eV
* electronic energy: -70951.25674 eV

---

[7]
The following is a quantum chemistry calculation of C19H11Co2NO8 as an isolated structure in a non-equilibrium geometry, from OMol25.

Geometry as ORCA input:
```
! RIJCOSX wB97M-V def2-TZVPD def2/J DEFGRID3
* xyz 0 1
C 1.40 1.55 0.68
C 1.47 1.37 -0.82
C 1.13 -0.09 -1.05
O 0.72 -0.60 -2.09
N 1.24 -0.79 0.16
C 1.24 0.14 1.24
O 1.08 -0.17 2.40
H 2.32 2.00 1.09
H 0.53 2.17 0.97
H 0.75 2.03 -1.35
H 2.49 1.56 -1.19
O 3.74 -3.77 -1.81
C 3.38 -4.13 -0.77
Co 2.79 -4.67 0.81
C 1.66 -5.95 0.30
O 1.05 -6.84 -0.14
C 4.16 -5.83 1.19
O 5.10 -6.50 1.10
C 2.45 -3.55 2.19
C 1.65 -3.23 1.14
C 0.61 -2.67 0.52
C -0.53 -3.45 0.09
C -1.29 -3.01 -1.02
C -2.45 -3.67 -1.38
C -2.87 -4.80 -0.66
C -2.12 -5.27 0.43
C -0.95 -4.60 0.80
Co 2.51 -5.30 3.20
C 3.94 -6.06 3.90
O 4.87 -6.55 4.37
C 1.35 -6.61 2.97
O 0.58 -7.47 2.93
C 1.83 -4.58 4.63
O 1.38 -4.07 5.56
H 3.02 -2.80 2.75
H 0.30 -1.43 0.28
H -0.92 -2.16 -1.59
H -3.03 -3.30 -2.23
H -3.78 -5.32 -0.95
H -2.44 -6.15 0.99
H -0.39 -4.91 1.70
*
```

Results
* orbital gap: 5.235 eV
* max |F|: 10.292 eV/Å
* HOMO energy: -7.75 eV
* lowest unoccupied orbital energy: -2.52 eV
* electronic energy: -112997.20893 eV

---

[8]
The following is a quantum chemistry calculation of C19H11N5O4PtSe as an isolated structure in a non-equilibrium geometry, from OMol25.

Geometry as ORCA input:
```
! RIJCOSX wB97M-V def2-TZVPD def2/J DEFGRID3
* xyz 2 3
Pt 0.82 -0.57 -0.75
O 0.62 2.52 -3.73
C 0.72 1.60 -2.74
O -0.13 0.70 -2.51
C 2.01 1.73 -2.03
C 2.94 2.76 -2.29
C 4.13 2.77 -1.60
C 4.34 1.84 -0.58
C 3.36 0.87 -0.36
N 2.22 0.81 -1.06
C 3.33 -0.12 0.76
O 4.41 -0.18 1.56
O 2.39 -0.89 1.02
H -0.18 2.37 -4.28
H 2.64 3.50 -3.04
H 4.86 3.53 -1.81
H 5.26 1.82 0.00
H 4.97 0.56 1.34
Se -5.67 -1.98 3.09
N -4.69 -2.89 1.95
C -3.66 -2.15 1.56
C -2.63 -2.59 0.61
C -2.59 -3.81 -0.04
C -1.57 -4.05 -0.99
C -0.58 -3.12 -1.25
N -0.56 -1.97 -0.52
C -1.58 -1.69 0.37
C -1.52 -0.36 1.03
N -0.44 0.44 0.73
C -0.29 1.68 1.22
C -1.29 2.22 1.99
C -2.41 1.40 2.32
C -2.53 0.11 1.88
C -3.63 -0.80 2.16
N -4.61 -0.52 2.97
H -3.34 -4.55 0.19
H -1.52 -5.00 -1.48
H 0.21 -3.22 -1.98
H 0.66 2.16 0.97
H -1.18 3.23 2.41
H -3.24 1.83 2.90
*
```

Results
* orbital gap (alpha / beta): 6.696 / 6.431 eV
* max |F|: 3.637 eV/Å
* HOMO energy (alpha / beta): -14.29 / -14.29 eV
* lowest unoccupied orbital energy (alpha / beta): -7.60 / -7.86 eV
* electronic energy: -104099.97647 eV

---

[9]
The following is a quantum chemistry calculation of C19H12Cl3F5HgN5SSi as an isolated structure, from OMol25.

Geometry as ORCA input:
```
! RIJCOSX wB97M-V def2-TZVPD def2/J DEFGRID3
* xyz -2 2
Hg -0.93 0.03 -0.25
F -3.24 0.94 6.94
C -2.77 0.35 5.82
C -2.53 1.09 4.68
F -2.77 2.41 4.70
C -2.05 0.48 3.53
F -1.83 1.27 2.48
C -1.78 -0.89 3.45
S -1.19 -1.69 2.03
C -2.03 -1.60 4.64
F -1.80 -2.92 4.69
C -2.51 -1.01 5.79
F -2.73 -1.75 6.89
C 0.55 4.84 -0.24
C 1.82 4.66 -0.82
C 2.29 3.40 -1.05
C 1.52 2.25 -0.69
N 0.26 2.46 -0.16
C -0.17 3.69 0.04
C 1.99 0.92 -0.83
C 3.35 0.63 -1.18
C 3.85 -0.65 -1.23
C 3.05 -1.75 -0.92
C 1.69 -1.49 -0.60
C 1.15 -0.22 -0.59
H 0.13 5.82 -0.04
H 2.42 5.52 -1.11
H 3.26 3.28 -1.53
H -1.17 3.77 0.46
H 4.04 1.45 -1.38
H 4.90 -0.80 -1.48
H 3.44 -2.76 -0.89
H 1.06 -2.33 -0.32
Cl -4.47 -0.05 -1.98
Si -3.07 1.09 -0.86
Cl -2.67 2.67 -2.21
Cl -4.37 2.04 0.52
N 0.83 -4.47 -4.92
C 0.35 -3.72 -3.86
N 1.27 -3.03 -3.16
N -0.93 -3.77 -3.62
C -1.38 -2.90 -2.70
N -1.79 -2.15 -1.93
H 1.73 -4.89 -4.75
H 0.15 -5.13 -5.26
H 2.09 -2.71 -3.65
H 0.97 -2.38 -2.44
*
```

Results
* orbital gap (alpha / beta): 2.998 / 6.149 eV
* max |F|: 0.580 eV/Å
* HOMO energy (alpha / beta): 1.19 / -1.97 eV
* lowest unoccupied orbital energy (alpha / beta): 4.18 / 4.18 eV
* electronic energy: -101395.17337 eV

---

[10]
The following is a quantum chemistry calculation of C19H13Br2CuF3N4OS as an isolated structure in a non-equilibrium geometry, from OMol25.

Geometry as ORCA input:
```
! RIJCOSX wB97M-V def2-TZVPD def2/J DEFGRID3
* xyz 0 2
Cu 0.52 0.20 -0.11
F -4.85 1.86 -1.28
C -4.81 0.96 -0.22
F -4.82 1.76 0.89
F -6.04 0.35 -0.21
C -3.67 0.02 -0.24
C -3.94 -1.34 -0.36
C -2.90 -2.25 -0.45
C -1.59 -1.74 -0.34
N -1.32 -0.45 -0.20
C -2.28 0.50 -0.28
S -1.74 2.10 -0.28
H -4.98 -1.63 -0.28
H -3.10 -3.31 -0.54
H -0.73 -2.39 -0.36
Br 5.63 0.31 0.45
C 4.24 0.20 1.69
C 4.60 0.16 3.02
C 3.69 0.20 4.08
Br 4.48 0.50 5.77
C 2.30 0.26 3.74
C 1.24 0.30 4.70
C -0.09 0.45 4.28
C -0.33 0.56 2.91
N 0.62 0.39 1.97
C 1.91 0.35 2.41
C 2.91 0.31 1.33
O 2.46 0.35 0.11
H 5.68 0.09 3.20
H 1.50 0.23 5.72
H -0.90 0.52 4.97
H -1.32 0.70 2.54
C -0.23 0.05 -5.49
N 0.41 -0.04 -4.19
C 1.70 -0.46 -3.96
C 1.97 -0.28 -2.64
N 0.83 0.23 -2.02
C -0.08 0.39 -2.98
H -0.91 -0.84 -5.68
H 0.54 0.05 -6.29
H -0.76 0.99 -5.60
H 2.28 -0.93 -4.78
H 2.90 -0.51 -2.12
H -1.05 0.84 -2.88
*
```

Results
* orbital gap (alpha / beta): 7.163 / 7.048 eV
* max |F|: 2.694 eV/Å
* HOMO energy (alpha / beta): -7.56 / -7.53 eV
* lowest unoccupied orbital energy (alpha / beta): -0.40 / -0.48 eV
* electronic energy: -231635.57001 eV

---

[11]
The following is a quantum chemistry calculation of C19H13BrN2O2S3SbV as an isolated structure in a non-equilibrium geometry, from OMol25.

Geometry as ORCA input:
```
! RIJCOSX wB97M-V def2-TZVPD def2/J DEFGRID3
* xyz -1 4
V 0.06 -0.09 0.29
C 5.01 -2.96 0.18
C 3.68 -3.22 0.47
C 2.75 -2.19 0.47
C 3.17 -0.90 0.17
C 4.50 -0.62 -0.12
C 5.42 -1.66 -0.11
N 2.16 0.14 0.17
N 2.61 1.30 0.14
C 1.62 2.33 0.08
C 2.12 3.62 0.10
C 1.22 4.67 0.01
C -0.14 4.39 -0.09
C -0.61 3.08 -0.11
C 0.26 2.00 -0.02
H 5.73 -3.76 0.18
H 3.35 -4.22 0.70
H 1.71 -2.38 0.68
H 4.81 0.39 -0.35
H 6.46 -1.45 -0.34
H 3.19 3.79 0.18
H 1.57 5.70 0.03
H -0.84 5.21 -0.15
H -1.68 2.89 -0.17
S -3.20 1.98 3.39
Sb -2.39 0.12 2.32
S -2.52 0.20 0.01
S -0.01 -0.01 2.58
Br 0.52 -0.22 -2.75
C -1.09 -1.16 -3.11
C -1.83 -0.71 -4.20
C -2.99 -1.37 -4.55
C -3.40 -2.48 -3.82
C -2.65 -2.91 -2.75
C -1.48 -2.25 -2.36
C -0.78 -2.79 -1.12
O -0.75 -4.00 -0.94
O -0.26 -1.91 -0.34
H -1.48 0.15 -4.76
H -3.58 -1.01 -5.39
H -4.31 -3.00 -4.09
H -2.94 -3.78 -2.17
*
```

Results
* orbital gap (alpha / beta): 5.956 / 6.012 eV
* max |F|: 1.651 eV/Å
* HOMO energy (alpha / beta): -4.37 / -4.96 eV
* lowest unoccupied orbital energy (alpha / beta): 1.59 / 1.05 eV
* electronic energy: -161766.75127 eV